A structure of composition C37H40O2P2Sn in a non-equilibrium geometry, computed with ωB97M-V/def2-TZVPD.

Each line ends with the Mulliken charge.
Atoms and positions in Å:
Sn 1.965 -1.199 -0.438  0.25
C -2.495 0.252 5.617  -0.71
C -3.259 0.345 4.523  0.08
C -3.662 1.563 3.745  -1.25
C -2.546 2.106 2.830  0.62
C -1.423 2.830 3.517  -0.67
C -1.302 3.141 4.812  -0.28
C -2.180 2.788 5.983  -0.93
C -2.095 1.353 6.541  -0.51
C 2.023 0.487 0.948  -0.99
H -2.197 -0.745 5.964  0.36
H -3.656 -0.584 4.089  0.29
H -4.013 2.382 4.379  0.59
H -4.500 1.248 3.097  0.44
H -2.131 1.288 2.213  -0.54
H -3.004 2.820 2.121  0.45
H -0.658 3.183 2.811  0.38
H -0.467 3.799 5.091  0.32
H -3.235 3.055 5.824  0.36
H -1.810 3.451 6.786  0.37
H -1.070 1.188 6.917  0.34
H -2.750 1.335 7.429  0.33
H 2.989 0.375 1.468  0.36
H 1.176 0.470 1.646  0.28
H 2.026 1.420 0.383  0.15
P -0.195 -1.782 -1.391  0.87
P 2.074 0.750 -2.313  0.93
C -0.611 -0.170 -2.039  -0.94
C 0.289 0.708 -2.552  -1.04
C -0.307 -2.965 -2.773  0.25
C -1.344 -2.824 -3.705  -0.30
C -1.506 -3.771 -4.719  -0.71
C -0.623 -4.853 -4.808  -0.39
C 0.431 -4.981 -3.896  -0.71
C 0.596 -4.037 -2.880  -0.16
C -1.561 -2.264 -0.288  0.71
C -2.193 -1.277 0.488  -0.49
C -3.201 -1.625 1.385  -0.17
C -3.620 -2.955 1.486  -0.64
C -3.039 -3.938 0.666  -0.61
C -1.973 -3.608 -0.179  -0.78
C 2.793 0.805 -3.996  0.48
C 2.387 -0.157 -4.945  -0.34
C 2.776 -0.033 -6.280  -0.65
C 3.614 1.020 -6.672  -0.46
C 4.087 1.927 -5.719  -0.70
C 3.698 1.805 -4.384  -0.44
C 2.423 2.425 -1.649  0.09
C 3.747 2.764 -1.290  -0.37
C 4.011 3.950 -0.602  -0.82
C 2.971 4.829 -0.288  -0.40
C 1.659 4.508 -0.649  -0.67
C 1.384 3.326 -1.342  -0.20
H -1.688 0.052 -2.048  0.71
H -0.068 1.524 -3.192  0.78
H -2.029 -1.981 -3.618  0.36
H -2.327 -3.669 -5.433  0.38
H -0.758 -5.596 -5.594  0.38
H 1.114 -5.829 -3.970  0.39
H 1.408 -4.137 -2.157  0.44
H -1.885 -0.235 0.400  0.28
H -3.645 -0.850 2.016  0.34
H -4.409 -3.209 2.193  0.42
H -3.415 -4.964 0.688  0.36
H -1.459 -4.388 -0.763  0.37
H 1.744 -0.979 -4.634  0.32
H 2.423 -0.748 -7.022  0.40
H 3.908 1.125 -7.718  0.35
H 4.756 2.738 -6.017  0.38
H 4.088 2.517 -3.660  0.31
H 4.570 2.094 -1.552  0.56
H 5.034 4.186 -0.305  0.37
H 3.181 5.748 0.257  0.38
H 0.836 5.171 -0.380  0.40
H 0.360 3.090 -1.642  0.36
C 1.274 -2.786 3.593  -1.26
C 0.877 -2.145 2.290  1.04
O 1.592 -2.548 1.264  -0.67
O -0.041 -1.304 2.273  -0.50
H 2.018 -3.564 3.428  0.35
H 0.379 -3.209 4.058  0.28
H 1.671 -2.032 4.283  0.27

For the HOMO energy (alpha / beta), the calculation gives -6.00 / -6.00 eV. As for the energy above the lowest of the compared OMol25 structures with the same formula, charge and spin: 1.023 eV. As for the total energy: -67518.744 eV. The calculation puts the frontier orbital gap (alpha / beta) at 5.76 / 5.76 eV. The largest force on an atom comes out at 0.0869 hartree/bohr.


A structure of composition C37H41AsBr2N4OPdS2 in a non-equilibrium geometry, computed with ωB97M-V/def2-TZVPD.

Each line ends with the Mulliken charge.
Atoms and positions in Å:
Pd -0.227 0.762 0.705  1.90
Br -1.688 4.402 6.447  -0.08
C -1.369 3.389 4.884  -0.35
C -2.195 2.321 4.545  -0.93
C -1.899 1.612 3.396  -0.83
N -0.874 1.902 2.608  0.69
C -0.071 2.927 2.924  0.19
C -0.291 3.699 4.060  -0.82
C 1.086 3.167 2.038  0.90
C 1.691 4.417 1.956  -1.00
C 2.834 4.569 1.182  -0.53
Br 3.676 6.260 1.049  -0.08
C 3.352 3.455 0.523  -1.12
C 2.658 2.262 0.617  -0.41
N 1.545 2.116 1.332  0.75
H -3.032 2.044 5.167  0.50
H -2.514 0.772 3.100  0.50
H 0.379 4.501 4.324  0.60
H 1.279 5.265 2.477  0.56
H 4.264 3.536 -0.045  0.54
H 3.023 1.370 0.119  0.81
O -0.506 -1.006 2.174  -0.79
S -0.419 -2.493 1.964  0.09
C -0.036 -2.565 0.148  1.58
C -0.278 -3.911 -0.430  -0.37
C 0.770 -4.668 -0.944  0.03
C 0.519 -5.916 -1.486  -1.00
C -0.772 -6.416 -1.514  -0.58
C -1.822 -5.663 -1.006  -0.87
C -1.576 -4.417 -0.464  -0.14
C 1.183 -3.066 2.656  -1.15
C 2.409 -2.624 1.933  0.09
C 3.224 -3.574 1.325  -0.51
C 4.422 -3.199 0.744  -0.73
C 4.815 -1.872 0.767  -0.61
C 3.999 -0.919 1.357  -0.87
C 2.786 -1.283 1.918  0.26
H 1.004 -2.241 0.043  -0.35
H -0.727 -1.813 -0.263  -0.40
H 1.775 -4.271 -0.928  0.48
H 1.329 -6.502 -1.890  0.45
H -0.963 -7.394 -1.923  0.44
H -2.828 -6.050 -1.035  0.45
H -2.384 -3.819 -0.064  0.43
H 1.093 -4.153 2.661  0.55
H 1.183 -2.705 3.685  0.62
H 2.929 -4.613 1.338  0.49
H 5.063 -3.946 0.304  0.47
H 5.760 -1.581 0.339  0.47
H 4.336 0.104 1.425  0.68
H 2.148 -0.535 2.381  0.48
N -3.397 -1.369 0.995  -0.03
C -3.565 -0.107 0.554  -0.34
N -2.590 0.752 0.460  1.29
C -3.021 1.974 -0.008  -0.87
C -2.231 3.111 -0.167  0.53
C -2.824 4.270 -0.629  -1.29
C -4.180 4.300 -0.943  -0.74
C -4.978 3.179 -0.798  -0.49
C -4.390 2.021 -0.320  0.55
S -5.131 0.471 0.014  -0.24
H -2.585 -1.525 1.578  -0.06
H -4.221 -1.909 1.204  0.29
H -1.171 3.068 0.092  0.39
H -2.233 5.165 -0.740  0.50
H -4.621 5.214 -1.303  0.45
H -6.027 3.207 -1.038  0.48
C 2.493 -1.164 -2.239  -1.54
C 1.025 -1.104 -2.647  -0.83
As 0.084 0.389 -1.747  0.20
C 0.942 1.983 -2.558  -0.35
C 0.926 2.051 -4.082  -1.38
C -1.709 0.342 -2.590  -0.08
C -1.829 -0.312 -3.960  -1.43
H 2.945 -2.089 -2.586  0.42
H 2.611 -1.102 -1.154  0.13
H 3.047 -0.337 -2.682  0.37
H 0.506 -2.037 -2.409  0.36
H 0.936 -0.959 -3.726  0.86
H 1.972 2.018 -2.186  0.34
H 0.421 2.858 -2.153  0.45
H 1.259 1.117 -4.535  0.29
H 1.593 2.843 -4.420  0.44
H -0.075 2.279 -4.446  0.32
H -2.052 1.380 -2.642  0.43
H -2.366 -0.185 -1.893  0.11
H -1.260 0.223 -4.714  0.31
H -2.873 -0.307 -4.270  0.47
H -1.495 -1.346 -3.935  0.26

For the HOMO energy (alpha / beta), the calculation gives -13.51 / -13.51 eV. As for the energy above the lowest of the compared OMol25 structures with the same formula, charge and spin: 1.251 eV. The total charge is +2. As for the total energy: -273103.880 eV. The calculation puts the frontier orbital gap (alpha / beta) at 6.19 / 6.39 eV. The largest force on an atom comes out at 0.0386 hartree/bohr.


A structure of composition C37H41CsF3N9O3P2S3 in a non-equilibrium geometry, computed with ωB97M-V/def2-TZVPD.

Each line ends with the Mulliken charge.
Atoms and positions in Å:
Cs -1.920 -0.361 -0.050  0.93
S 1.982 2.175 -0.969  -0.63
P 2.305 0.363 -0.164  0.85
C 0.922 -0.602 0.025  0.20
P 1.108 -2.213 0.516  1.77
S -0.632 -3.119 0.928  -0.62
C 2.187 -2.513 1.999  0.07
C 3.542 -2.825 1.954  -0.64
C 4.306 -2.888 3.118  -0.57
C 3.722 -2.646 4.352  -0.51
C 2.364 -2.351 4.416  -0.59
C 1.612 -2.284 3.253  -0.93
C 1.838 -3.370 -0.746  -0.59
C 1.737 -3.004 -2.087  0.26
C 2.129 -3.874 -3.099  -0.54
C 2.630 -5.130 -2.783  -0.54
C 2.721 -5.512 -1.449  -0.67
C 2.321 -4.643 -0.442  -0.44
C 3.199 0.786 1.410  -0.36
C 2.478 0.765 2.599  -0.17
C 3.044 1.211 3.790  -0.89
C 4.348 1.689 3.805  -0.50
C 5.074 1.733 2.618  -0.68
C 4.500 1.296 1.431  -0.36
C 3.650 -0.403 -1.190  0.20
C 3.477 -0.362 -2.577  -0.76
C 4.338 -1.034 -3.432  -0.65
C 5.399 -1.773 -2.916  -0.56
C 5.592 -1.813 -1.544  -0.57
C 4.727 -1.130 -0.690  -0.58
H 4.012 -3.021 0.999  0.68
H 5.363 -3.122 3.056  0.37
H 4.318 -2.687 5.257  0.34
H 1.893 -2.163 5.375  0.42
H 0.552 -2.066 3.299  0.34
H 1.348 -2.017 -2.313  0.11
H 2.050 -3.567 -4.137  0.40
H 2.949 -5.808 -3.568  0.35
H 3.094 -6.499 -1.194  0.37
H 2.356 -4.966 0.591  0.44
H 1.460 0.392 2.570  0.65
H 2.466 1.177 4.708  0.46
H 4.798 2.025 4.733  0.37
H 6.087 2.123 2.617  0.38
H 5.052 1.376 0.502  0.48
H 2.652 0.221 -2.970  0.22
H 4.180 -0.992 -4.504  0.43
H 6.064 -2.316 -3.579  0.33
H 6.418 -2.383 -1.130  0.38
H 4.894 -1.166 0.378  0.71
N -5.094 1.545 -2.585  -0.40
C -5.167 2.360 -1.492  0.49
N -6.354 2.900 -1.205  -0.73
C -6.360 3.595 -0.076  0.50
N -7.573 4.100 0.332  -0.55
N -5.303 3.873 0.690  -0.60
C -4.163 3.343 0.253  -0.10
N -4.033 2.564 -0.808  0.07
C -2.918 3.665 1.033  0.65
C -2.984 4.480 2.156  -0.59
C -1.808 4.773 2.830  -0.43
C -0.613 4.256 2.359  -0.86
C -0.639 3.457 1.221  0.13
N -1.769 3.163 0.577  -0.04
H -5.979 1.129 -2.825  0.33
H -4.313 0.897 -2.578  0.16
H -8.355 3.579 -0.029  0.26
H -7.609 4.310 1.315  0.26
H -3.945 4.854 2.478  0.45
H -1.829 5.396 3.716  0.40
H 0.326 4.455 2.860  0.45
H 0.273 3.023 0.812  -0.02
N -1.501 1.813 -2.438  0.28
C -0.617 2.185 -3.529  -0.45
C -0.868 1.274 -4.730  -0.93
C -0.828 -0.210 -4.337  0.13
N -2.173 -0.759 -4.069  -0.45
H -2.456 2.092 -2.612  -0.11
H -1.228 2.265 -1.568  -0.05
H 0.404 2.030 -3.176  0.07
H -0.691 3.237 -3.841  0.40
H -0.113 1.488 -5.493  0.33
H -1.851 1.486 -5.169  0.37
H -0.241 -0.307 -3.420  -0.25
H -0.313 -0.782 -5.115  0.36
H -2.114 -1.585 -3.489  0.19
H -2.626 -1.029 -4.931  0.21
N -2.383 -0.090 3.872  -0.78
H -2.980 0.594 3.415  0.30
H -2.951 -0.926 3.934  0.30
H -1.666 -0.318 3.195  0.22
F -6.730 -2.008 2.132  -0.24
C -5.496 -1.872 1.618  0.37
F -5.290 -2.885 0.769  -0.25
F -4.625 -2.002 2.627  -0.21
S -5.319 -0.237 0.756  1.36
O -6.657 -0.021 0.252  -0.71
O -4.877 0.661 1.802  -0.64
O -4.309 -0.524 -0.250  -0.82

For the HOMO energy, the calculation gives -1.76 eV. As for the energy above the lowest of the compared OMol25 structures with the same formula, charge and spin: 1.731 eV. The total charge is -2. As for the total energy: -118377.465 eV. The calculation puts the frontier orbital gap at 5.50 eV. The largest force on an atom comes out at 0.0612 hartree/bohr.


- largest force on an atom of number 1 (C37H40O2P2Sn)?
  0.0869 hartree/bohr


- Number 2 is which compound?
  C37H41AsBr2N4OPdS2


- Look up the energy above the lowest of the compared OMol25 structures with the same formula, charge and spin of the second one.
  1.251 eV